45
Properties=species:S:1:pos:R:3:forces:R:3:mulliken_charge:R:1 method="wB97M-V/def2-TZVPD" charge=+1 e_tot_ev=-40059.048 lumo_energy_ev=-7.77 gap_ev=5.15 relative_energy_ev=2.923 homo_energy_ev=-12.92
Sn -2.767889 1.901222 -1.740867 2.7627 -1.8350 0.4898 1.481
C 0.262111 0.388222 -0.578867 2.5487 1.2731 5.8964 1.462
O 1.404111 0.901222 -0.658867 -0.6889 -1.5982 -0.7152 -1.001
O -0.059889 -0.158778 0.640133 1.4485 0.5972 -1.5839 -0.119
O -0.637889 0.548222 -1.380867 -4.9645 1.1760 -3.3029 -0.433
H -1.020889 -0.233778 0.748133 -0.4474 -0.8669 0.0354 -0.070
O 0.345111 -0.292778 -3.760867 0.0711 -0.4894 -0.9233 -0.650
H 0.252111 -0.000778 -2.871867 -0.3548 0.9844 0.8728 0.069
H 1.277111 -0.526778 -3.736867 0.4373 -0.2690 -0.5312 0.395
O 3.618111 0.151222 1.141133 1.7389 -0.1798 2.3862 -0.640
H 4.338111 0.355222 0.566133 1.0163 0.1998 -0.4069 0.303
H 2.910111 0.106222 0.572133 -2.7402 0.0284 -1.8895 0.270
O -1.865889 2.403222 0.844133 -0.7022 0.5287 -1.1003 -0.503
H -1.218889 1.809222 1.256133 0.3931 -0.1524 0.4408 0.301
H -1.592889 3.291222 1.145133 -0.2369 -0.4433 -0.0119 0.292
O -0.939889 -2.264778 3.403133 -1.2345 -0.6117 1.9886 -0.694
H -1.174889 -2.297778 2.505133 -0.2124 -0.2494 -2.0833 0.361
H -0.225889 -1.668778 3.521133 1.5436 0.6663 0.0873 0.401
O 1.502111 -0.630778 3.686133 -0.1948 -0.4175 0.5840 -0.709
H 0.843111 0.005222 3.427133 -0.2950 0.8295 -0.0979 0.363
H 1.875111 -0.885778 2.851133 0.7047 -0.2713 -0.5662 0.351
O -0.823889 -2.421778 -2.229867 -0.8662 1.9913 0.0308 -0.739
H -0.000889 -2.839778 -2.457867 0.6053 -0.2726 -0.3387 0.301
H -0.703889 -1.464778 -2.493867 0.2717 -1.7619 0.0105 0.345
O -2.452889 -0.794778 1.426133 1.7270 -0.3698 -0.5579 -0.514
H -2.537889 -0.377778 2.268133 -0.5854 0.3368 1.0014 0.291
H -3.190889 -0.660778 0.875133 -1.7572 0.1451 -0.3787 0.211
O -1.097889 -3.170778 0.409133 -0.7224 0.9609 -0.0065 -0.607
H -0.907889 -2.569778 -0.336867 -0.0152 -0.7198 0.2109 0.273
H -0.342889 -3.733778 0.493133 0.6971 -0.5531 0.0848 0.292
O 2.609111 -1.224778 -1.886867 -0.8117 1.0993 -0.7285 -0.677
H 2.849111 -1.958778 -1.353867 0.4344 -1.0055 0.7911 0.300
H 2.160111 -0.579778 -1.306867 0.6977 -0.3481 -0.3167 0.224
O -0.510889 1.358222 3.224133 -1.0405 -0.7627 -0.2470 -0.590
H -0.229889 2.120222 3.706133 0.7718 1.0787 0.3414 0.259
H -1.160889 0.985222 3.837133 0.0625 -0.2457 -0.0659 0.292
O -2.683889 -0.304778 -3.076867 -0.7716 -0.0120 1.0641 -0.592
H -2.451889 -0.661778 -3.941867 0.3131 0.3624 -0.4840 0.312
H -2.840889 -1.119778 -2.554867 0.1961 0.3418 -0.1304 0.345
O 0.932111 3.052222 0.759133 0.9269 0.0933 1.0725 -0.680
H 1.333111 2.352222 0.235133 0.9388 -0.4328 0.4238 0.393
H 0.199111 3.188222 0.209133 -1.6638 0.9615 -1.1651 0.325
O 1.401111 2.640222 -2.815867 -1.2857 -0.6254 0.0333 -0.699
H 2.071111 3.231222 -2.516867 0.8751 0.8187 0.2005 0.334
H 1.260111 2.056222 -2.047867 0.4089 0.0201 -0.4147 0.371

***

83
Properties=species:S:1:pos:R:3:forces:R:3:mulliken_charge:R:1 method="wB97M-V/def2-TZVPD" charge=0 e_tot_ev=-77880.498 lumo_energy_ev="-1.25 / -1.25" gap_ev="5.53 / 5.53" relative_energy_ev=0.422 homo_energy_ev="-6.78 / -6.78"
Ca 1.329426 0.387596 -4.044253 -2.4012 1.7098 2.4275 1.838
C 1.025890 -3.918809 1.649378 0.6252 0.3714 -0.0176 -0.598
C 2.070378 -3.313843 1.068900 -0.3474 -0.3466 0.4523 -0.413
C 2.496386 -3.443345 -0.369924 0.5340 0.5049 -0.1796 -1.010
C 1.418710 -3.039612 -1.402744 0.3733 0.2397 0.1502 1.845
C 0.575581 -4.136747 -1.982163 -0.4789 -0.4522 -0.1772 -0.546
C 0.314711 -5.343384 -1.451341 0.0065 0.5389 -0.4040 -0.500
C 0.755982 -5.811799 -0.083308 -0.3284 -0.3287 -0.1628 -0.945
C 0.145889 -4.971863 1.061204 -0.2875 -0.6438 0.0176 -0.651
C -0.991022 1.247499 -4.599747 0.6386 0.1775 -0.3672 -1.452
H 0.810195 -3.705632 2.696404 0.1420 0.1496 -0.1587 0.383
H 2.704953 -2.653794 1.663598 -0.3714 -0.0725 0.0111 0.368
H 2.925768 -4.431858 -0.580031 -0.1957 0.2532 -0.1174 0.493
H 3.345884 -2.749881 -0.486803 -0.2522 -0.1387 -0.0586 0.484
H 0.793732 -2.244968 -0.969608 -0.0372 -0.2566 -0.0032 -0.410
H 1.927841 -2.508473 -2.225717 -0.1643 -0.2858 0.0171 -0.727
H 0.100541 -3.852288 -2.932316 0.1127 -0.3550 0.2893 0.402
H -0.358667 -6.042688 -1.976857 0.4042 0.5786 0.0726 0.368
H 1.848753 -5.848280 0.009162 -0.4028 -0.1502 0.0814 0.322
H 0.383038 -6.842780 0.024054 0.2571 0.3031 0.0519 0.406
H -0.833351 -4.573429 0.743463 0.3225 -0.0087 0.1053 0.352
H -0.081320 -5.678864 1.872797 -0.0141 0.2394 -0.0563 0.431
H -0.510537 2.053371 -4.006816 -0.4298 0.0336 -0.1542 0.371
H -1.847639 0.894251 -4.003918 0.3150 -0.0237 -0.1375 0.182
H -1.367206 1.689075 -5.532007 -0.1086 0.0252 0.3058 0.397
P 0.368503 -1.116901 -6.079750 -0.8426 -2.7563 -3.9059 0.447
P 3.816882 -0.756066 -4.839604 4.6075 -2.6726 -2.2235 0.038
N -0.492776 -2.686170 -6.124448 -0.2781 0.2274 0.5466 0.668
N -0.142372 -0.633756 -7.774722 0.2436 0.8481 0.7745 0.462
N 4.325106 -2.453009 -4.873544 -0.5864 -0.3458 0.3388 0.541
N 5.526156 -0.294002 -5.358667 -0.7012 1.4673 -0.1610 0.252
C 1.978068 -1.793502 -6.675408 0.5555 -0.3268 -0.3079 -0.288
C 3.117228 -0.751582 -6.545623 -0.4487 0.2857 -0.2722 -1.571
C -1.854285 -2.791513 -5.809505 0.3610 -0.9168 -0.2328 -0.707
C -2.300203 -4.057896 -6.166749 0.4491 0.8418 0.0548 -0.639
C -1.192924 -4.756066 -6.736878 0.8837 0.9995 0.1801 -0.711
C -0.095208 -3.902819 -6.690136 -0.7124 -0.2164 0.0220 -0.472
C -0.722046 0.588121 -8.095592 -0.0835 -0.1409 -0.9016 -0.393
C -0.967250 0.634573 -9.463639 0.4710 -0.4346 0.9460 -0.588
C -0.493583 -0.597687 -10.023984 0.2454 -0.0492 1.4948 -0.755
C 0.014426 -1.345889 -8.965921 -0.2580 0.5621 -0.4068 -0.191
C 4.020400 -3.413922 -3.899424 0.0375 -0.8808 -0.7975 -0.903
C 4.178491 -4.679101 -4.452484 0.0610 1.1222 0.2165 -0.469
C 4.650767 -4.505134 -5.795568 -0.2481 1.0905 0.2230 -1.061
C 4.719880 -3.147368 -6.032805 -0.3499 -0.5680 0.3713 -0.328
C 6.676627 -1.018398 -5.712612 0.3725 0.7781 -0.4220 -0.321
C 7.548604 -0.184016 -6.416884 -1.3954 -0.1052 0.8771 -0.644
C 6.922258 1.103785 -6.498254 -0.7889 -0.3210 0.3252 -0.569
C 5.685901 0.999522 -5.876666 0.8334 -0.4335 0.0051 -0.432
H 1.959605 -2.130703 -7.727124 -0.0752 0.1587 0.6115 0.130
H 2.190957 -2.687373 -6.067399 0.1099 0.2981 -0.0772 0.129
H 3.920139 -0.938763 -7.280421 -0.3135 0.0839 0.5250 0.391
H 2.774562 0.274972 -6.773947 -0.0978 -0.2075 -0.0398 0.689
H -2.356238 -1.965511 -5.330844 -0.0540 0.0021 -0.0818 0.460
H -3.305015 -4.448073 -6.050131 0.2096 0.2011 0.0326 0.437
H -1.179508 -5.754465 -7.155133 -0.0191 0.1362 0.1802 0.453
H 0.933060 -4.081433 -6.985811 -0.3740 0.0323 0.0128 0.471
H -0.866372 1.323994 -7.322383 -0.1780 -0.0897 -0.0902 0.177
H -1.405105 1.461653 -9.998732 -0.0065 -0.0120 0.0609 0.425
H -0.515099 -0.890492 -11.063567 0.0280 -0.0447 0.1420 0.447
H 0.522061 -2.294774 -8.990584 -0.3068 -0.1067 0.0035 0.357
H 3.791253 -3.127831 -2.883117 -0.1441 0.0071 -0.1985 0.733
H 3.970954 -5.618939 -3.964133 0.1429 0.1163 0.0994 0.458
H 4.913140 -5.270299 -6.515124 -0.0536 0.0959 0.1738 0.462
H 5.043988 -2.624642 -6.922429 -0.1395 -0.1417 0.2249 0.552
H 6.819724 -2.061471 -5.481574 -0.1602 0.1987 0.2033 0.510
H 8.512901 -0.470898 -6.817499 -0.1796 0.0275 0.1729 0.433
H 7.321769 2.005972 -6.948416 -0.1082 -0.2479 0.0421 0.429
H 4.885433 1.725279 -5.763735 0.2953 -0.0247 0.0230 0.297
C -0.684553 0.491056 -0.178882 -0.2117 -0.1220 0.0579 -1.411
C 0.360346 1.431390 -0.817137 -0.1623 -0.4412 -0.6976 1.747
C -0.227107 2.860314 -0.909266 -0.0729 0.0930 0.0836 -1.763
C 1.667791 1.432248 -0.009404 0.0633 0.0545 0.1907 -1.515
O 0.673892 0.951820 -2.109280 0.5218 -0.1546 -0.3375 -1.151
H -0.278706 -0.522690 -0.023034 0.0207 0.3592 -0.0672 0.127
H -1.551866 0.392649 -0.847606 0.2348 0.0941 0.1040 0.273
H -1.054450 0.852918 0.797162 0.2381 -0.0192 -0.3101 0.422
H -0.337376 3.329041 0.082332 0.0291 -0.2703 -0.1612 0.425
H 0.452188 3.502766 -1.482217 -0.0512 -0.1515 -0.0003 0.373
H -1.216356 2.889050 -1.396639 0.4045 -0.2124 0.0823 0.354
H 2.408778 0.876446 -0.584352 0.0192 0.0513 0.0322 0.239
H 2.029679 2.454774 0.131589 0.1077 -0.1356 0.1538 0.361
H 1.574635 0.922980 0.953096 -0.0561 0.2548 0.1164 0.328

***

23
Properties=species:S:1:pos:R:3:forces:R:3:mulliken_charge:R:1 method="wB97M-V/def2-TZVPD" charge=0 e_tot_ev=-92899.391 lumo_energy_ev=0.12 gap_ev=8.77 relative_energy_ev=1.495 homo_energy_ev=-8.65
C 4.642163 1.662959 -1.050509 -0.5582 -0.1893 -0.8703 -0.906
P 3.640372 0.159643 -0.444377 1.0321 -0.9055 0.6715 0.184
O 3.560205 -0.962051 -1.746308 -0.2531 0.9955 0.9344 -0.514
C 1.874129 0.853623 -0.073522 1.7653 0.5946 -0.3479 -0.466
O 0.991599 0.232008 -1.043548 -2.9414 1.6785 0.3476 -0.189
C -0.153372 0.999861 -1.306004 0.4274 3.0629 -0.0261 0.636
O -0.248607 2.230185 -1.287478 0.6531 -4.4822 0.1797 -0.465
Br -1.805513 -0.009150 -1.826886 1.5684 0.2497 0.3386 -0.176
H 4.060730 2.289636 -1.819207 1.0515 -0.7825 1.0752 0.297
H 4.883541 2.287101 -0.118068 -0.3293 -0.9842 -1.4066 0.307
H 5.598632 1.226750 -1.521507 -1.4415 0.8467 0.7983 0.296
H 3.677661 -1.875798 -1.400301 -0.0920 1.1485 -0.1099 0.348
H 1.974662 1.982836 -0.165162 -0.6391 -1.3688 -0.0433 0.311
H 1.669168 0.576880 1.009753 -0.2658 0.1326 -1.5690 0.358
C -4.121832 -2.148435 1.458610 -0.1018 -0.1283 0.0632 -0.933
C -4.007864 -0.638181 1.525890 0.2556 -0.2175 -0.2620 -0.204
O -2.642671 -0.250796 1.611987 0.1334 0.1252 0.1845 -0.463
H -3.668354 -2.606726 2.341134 -0.0856 0.0846 -0.0177 0.258
H -5.167665 -2.459125 1.397825 0.0596 -0.0439 -0.0302 0.324
H -3.588142 -2.538191 0.586770 -0.1079 0.0405 -0.0329 0.290
H -4.523169 -0.254873 2.408760 0.1770 0.0779 -0.0497 0.278
H -4.450305 -0.172924 0.638743 -0.1888 -0.0248 0.0453 0.235
H -2.195366 -0.585234 0.823406 -0.1188 0.0896 0.1274 0.196

***

12
Properties=species:S:1:pos:R:3:forces:R:3:mulliken_charge:R:1 method="wB97M-V/def2-TZVPD" charge=+1 e_tot_ev=-32677.830 lumo_energy_ev="-7.24 / -7.21" gap_ev="6.35 / 6.60" relative_energy_ev=5.160 homo_energy_ev="-13.60 / -13.81"
C -0.418257 -0.855666 -1.541736 1.2441 0.2612 2.1870 -0.066
C -0.453196 0.187184 -0.482442 -0.8777 2.8712 0.9564 0.694
C -1.041739 0.611535 -3.232410 -0.7662 1.4605 0.1844 0.236
N -0.625058 -0.555391 -2.789127 0.4811 -2.3916 -0.3155 -0.067
N -1.222524 1.256437 -0.645461 0.7967 -6.7888 -3.7108 -0.539
N 0.433842 -0.101071 0.539615 -0.2400 0.8111 0.5018 -0.372
Cl -2.311815 0.848681 -4.230576 0.5409 -0.4080 0.0408 0.103
Cl -0.112028 -1.992247 -3.943110 -0.6759 1.1027 0.4794 0.048
H 0.099911 -1.771981 -1.171909 -0.8419 0.3541 -1.3338 0.363
H -1.068935 2.067855 -0.209736 0.9500 3.6066 2.7869 0.213
H 0.889662 -0.981425 0.532060 0.4050 -0.6128 -0.1109 0.148
H 0.668465 0.427756 1.414860 -1.0159 -0.2661 -1.6656 0.240